Molecular formula: C4H6O2
Method: DFT, ωB97M-V with the def2-TZVPD basis set

Structure (XYZ):
```
12
Properties=species:S:1:pos:R:3:nbo_charge:R:1
C 1.24 -0.13 -0.25 -0.09
O 0.53 -1.25 0.05 -0.51
C -0.82 -1.01 0.22 -0.11
C -0.98 0.46 0.16 0.02
O -0.02 1.45 1.07 -0.49
C 0.31 1.04 -0.16 0.03
H 1.67 -0.24 -1.25 0.17
H 2.07 -0.10 0.45 0.19
H -1.11 -1.46 1.17 0.20
H -1.39 -1.52 -0.58 0.19
H -1.94 0.94 0.03 0.22
H 0.43 1.82 -0.91 0.17
```

## Properties
ΔE to the lowest compared entry with this formula, charge and spin ... 64.9 kcal per mole
Structure (SMILES) ... C1OC[C@H]2O[C@@H]12
Kohn-Sham gap ... 10.77 eV
Total charge ... 0